C3H4N2OS2 | ωB97M-V/def2-TZVPD

Last column: Mulliken charge in e.
Cartesian coordinates (Å):
O -0.2155 0.3393 -1.9897  -0.67
C -0.1952 0.1204 -0.7815  0.39
C -0.5969 0.9658 0.2280  0.22
S -1.5853 2.4298 -0.0412  -0.25
C -0.1911 0.3959 1.3870  -0.33
N 0.5941 -0.7918 1.0756  -0.28
N 0.3002 -1.0677 -0.2464  0.05
S 1.1653 -2.2207 -1.1912  -0.10
H -1.5297 2.1414 -1.3358  0.17
H -0.4614 0.7610 2.3765  0.37
H 0.3507 -1.5701 1.7567  0.27
H 2.3648 -1.5031 -1.2380  0.16

Cartesian forces (eV/Å) of the 2 atoms listed first:
O -0.24 -0.07 0.39
C 0.73 -1.39 -4.68

The calculation puts the HOMO energy at -8.54 eV. For the LUMO energy, the calculation gives 0.44 eV. The HOMO-LUMO gap is 9.0 eV. As for the relative energy (zero: lowest compared OMol25 entry of this formula, charge and spin): 47.3 kcal/mol. The total energy comes out at -1097.77920 a.u. Its spin multiplicity is 1.



C5H8NS | ωB97M-V/def2-TZVPD

Last column: Mulliken charge in e.
Cartesian coordinates (Å):
C -1.6640 0.1093 -0.7577  0.11
C -0.9013 1.3053 -0.7960  -0.37
C 0.1963 1.3090 0.3977  -0.84
C -0.7323 -2.0566 0.0674  -0.65
C 0.9365 0.1017 0.6439  -0.13
N -1.3667 -1.0034 -0.4108  -0.06
S 2.2314 -0.3199 -0.4249  0.01
H -0.3920 1.3680 -1.7504  0.30
H -1.4025 2.2611 -0.7980  0.36
H 0.9207 2.0746 0.1144  0.38
H -0.2135 1.6580 1.3177  0.35
H -0.0082 -2.5898 -0.4987  0.37
H -0.8172 -2.2927 1.1064  0.44
H 0.5919 -0.6033 1.4381  0.52
H 2.6210 -1.3214 0.3511  0.21

Cartesian forces (eV/Å) of the 2 atoms listed first:
C -1.11 -2.53 -0.43
C 1.02 0.73 0.44

The calculation puts the HOMO energy (alpha / beta) at -12.38 / -12.38 eV. For the LUMO energy (alpha / beta), the calculation gives -5.98 / -5.98 eV. The HOMO-LUMO gap (alpha / beta) is 6.4 / 6.4 eV. As for the net charge: +1. As for the relative energy (zero: lowest compared OMol25 entry of this formula, charge and spin): 97.9 kcal/mol. The total energy comes out at -647.84227 a.u. Its spin multiplicity is 1.



C2H4BrCl | ωB97M-V/def2-TZVPD

Last column: Mulliken charge in e.
Cartesian coordinates (Å):
C -0.1228 0.8608 0.3272  -1.06
C -0.0001 -0.6596 -0.3065  -0.04
Cl 0.5603 -1.8631 0.9093  -0.19
Br 0.9183 -1.0175 -1.9235  0.02
H 0.7773 1.0637 0.9281  0.31
H 0.0448 1.5422 -0.4011  0.40
H -1.0463 0.8532 0.9878  0.28
H -1.1314 -0.7797 -0.5214  0.28

Cartesian forces (eV/Å) of the 2 atoms listed first:
C 0.90 -4.27 2.79
C -5.94 3.96 5.81

The calculation puts the HOMO energy (alpha / beta) at -4.93 / -10.48 eV. For the LUMO energy (alpha / beta), the calculation gives 0.87 / -4.23 eV. The HOMO-LUMO gap (alpha / beta) is 5.8 / 6.2 eV. Its expectation value of S² is 2.01. As for the relative energy (zero: lowest compared OMol25 entry of this formula, charge and spin): 51.9 kcal/mol. The total energy comes out at -3112.56584 a.u. Its spin multiplicity is 3.



C23H13N7O3OsS2 | ωB97M-V/def2-TZVPD

Last column: Mulliken charge in e.
Cartesian coordinates (Å):
Os -0.2542 -0.6315 -0.0930  1.10
S 6.2032 -0.7699 3.6766  0.26
N 5.8776 -1.1792 2.1572  -0.63
C 4.5800 -0.9885 1.9798  0.87
C 3.8552 -1.2198 0.7469  -0.15
C 4.4189 -1.6877 -0.4434  -0.44
C 3.6054 -1.8657 -1.5439  -0.88
C 2.2521 -1.5686 -1.4594  0.04
N 1.7064 -1.1159 -0.3241  -0.28
C 2.4912 -0.9525 0.7697  0.05
C 1.8124 -0.5013 1.9557  0.26
N 0.4762 -0.3228 1.8344  0.11
C -0.2093 0.1063 2.8912  0.11
C 0.4019 0.3650 4.1131  -0.95
C 1.7603 0.1752 4.2521  -0.57
C 2.4922 -0.2707 3.1495  -0.02
C 3.9188 -0.5226 3.1435  0.86
N 4.7315 -0.3617 4.1761  -0.63
H 5.4788 -1.9039 -0.4832  0.59
H 4.0021 -2.2298 -2.4807  0.46
H 1.5899 -1.6823 -2.3048  0.55
H -1.2740 0.2385 2.7694  0.35
H -0.2041 0.7034 4.9412  0.50
H 2.2654 0.3602 5.1914  0.59
N -0.6907 3.5564 -0.4574  -0.39
C -0.5129 2.3255 -0.9135  1.04
O -0.0800 1.4268 -0.0771  -0.70
C -0.7358 2.0284 -2.2913  0.46
C -0.9540 3.0178 -3.2791  -0.48
N -1.1413 3.8238 -4.0763  -0.36
C -0.6636 0.6714 -2.4569  0.37
N -0.5498 -0.4506 -2.1444  -0.70
H -0.4191 3.7846 0.4850  0.26
H -0.9614 4.3028 -1.0817  0.23
O -5.6397 0.6991 -3.6033  -0.46
C -4.6003 1.0634 -2.8529  0.53
O -4.1038 2.1486 -2.9370  -0.46
C -4.0194 0.0549 -1.8897  0.31
C -3.4936 0.5592 -0.7198  -0.75
C -2.8030 -0.2867 0.1561  -0.86
C -2.6148 -1.6369 -0.2036  0.80
S -1.2737 -2.4076 0.6498  -0.21
C -3.1922 -2.1600 -1.3612  -0.75
C -3.9093 -1.3138 -2.1814  -0.54
H -6.0366 -0.1369 -3.3274  0.35
H -3.6298 1.6069 -0.4835  0.55
H -2.5755 0.0543 1.1572  0.70
H -3.0416 -3.1969 -1.6298  0.48
H -4.3361 -1.7089 -3.0960  0.45

Cartesian forces (eV/Å) of the 2 atoms listed first:
Os -0.05 0.03 0.15
S -0.02 -0.08 0.02

The calculation puts the HOMO energy (alpha / beta) at -14.73 / -14.73 eV. For the LUMO energy (alpha / beta), the calculation gives -8.85 / -8.85 eV. The HOMO-LUMO gap (alpha / beta) is 5.9 / 5.9 eV. As for the net charge: +2. The total energy comes out at -2379.82874 a.u. Its spin multiplicity is 1.



C5H8 | ωB97M-V/def2-TZVPD

Last column: Mulliken charge in e.
Cartesian coordinates (Å):
C 0.1486 1.4843 -1.3398  -0.76
C 0.0507 0.5191 -0.4376  0.29
C -1.1190 -0.2574 0.1388  -0.54
C -0.1085 -1.1167 0.9402  -0.44
C 1.0600 -0.2573 0.3921  -0.54
H -0.7234 1.8871 -1.8477  0.26
H 1.1122 1.9001 -1.6232  0.26
H -1.7212 -0.8025 -0.5944  0.26
H -1.7847 0.3515 0.7600  0.23
H -0.0715 -2.1666 0.6375  0.25
H -0.2386 -1.0724 2.0217  0.24
H 1.8038 -0.8113 -0.1879  0.25
H 1.5916 0.3421 1.1403  0.24

Cartesian forces (eV/Å) of the 2 atoms listed first:
C 0.08 -0.11 0.03
C 0.02 0.26 -0.24

The calculation puts the HOMO energy at -9.25 eV. For the LUMO energy, the calculation gives 1.22 eV. The HOMO-LUMO gap is 10.5 eV. As for the relative energy (zero: lowest compared OMol25 entry of this formula, charge and spin): 21.0 kcal/mol. The total energy comes out at -195.25856 a.u. Its spin multiplicity is 1.



C16H25MnN2O | ωB97M-V/def2-TZVPD

Last column: Mulliken charge in e.
Cartesian coordinates (Å):
C -0.2396 0.7518 -4.1870  0.94
C 0.3451 2.0961 -4.0643  -1.22
C 0.5982 -0.3687 -4.6300  -1.15
C -1.6987 0.5917 -4.1078  -1.22
H 0.6776 -0.4334 -5.7311  0.36
H 0.1971 -1.3343 -4.2902  0.26
H 1.6257 -0.2770 -4.2495  0.24
H 0.3520 2.6466 -5.0232  0.32
H 1.3866 2.0557 -3.7170  0.27
H -0.2240 2.7135 -3.3551  0.33
H -2.1977 0.7491 -5.0820  0.37
H -2.1397 1.3189 -3.4118  0.30
H -1.9821 -0.4140 -3.7689  0.24
C 2.3858 -0.0502 1.5198  -0.57
C 2.3696 -0.8462 0.2915  -1.28
C 2.2712 0.0726 -0.8125  0.20
H 2.6468 -1.8985 0.2307  0.56
C 2.2035 1.3898 -0.2932  -0.56
C 2.2609 1.3300 1.1231  -0.07
H 2.3645 2.1798 1.7952  0.35
H 2.7101 -0.4121 2.4978  0.48
H 2.3989 -0.1909 -1.8661  0.45
H 2.2218 2.3008 -0.8910  0.48
C -2.0651 -1.1236 0.8861  -0.09
C -0.9892 -1.9848 1.3125  -0.61
C -0.2135 -2.3113 0.1158  -1.33
H -0.9178 -2.5043 2.2699  0.44
C -0.8653 -1.6872 -1.0020  0.31
C -1.9887 -0.9666 -0.5213  -0.53
H -2.7300 -0.4676 -1.1446  0.50
H -2.8810 -0.7885 1.5248  0.39
H 0.5514 -3.0853 0.0680  0.58
H -0.6236 -1.8624 -2.0527  0.42
Mn 0.3441 -0.3563 0.8832  0.81
C -2.2194 -0.5257 4.6363  -0.62
N -1.0425 0.2781 4.8967  -0.22
C -0.0968 0.5893 3.9902  0.54
N 0.9668 1.2852 4.4777  -0.37
O -0.1913 0.3135 2.7639  -0.53
H -2.1567 -0.9939 3.6525  0.05
H -3.1206 0.0937 4.6853  0.27
H -2.2753 -1.3031 5.4034  0.35
H -0.8565 0.5640 5.8492  0.20
H 1.7332 1.4899 3.8507  0.18
H 1.1040 1.3759 5.4770  0.19

Cartesian forces (eV/Å) of the 2 atoms listed first:
C 0.03 0.00 0.38
C 0.22 0.61 0.14

The calculation puts the HOMO energy (alpha / beta) at -9.09 / -12.03 eV. For the LUMO energy (alpha / beta), the calculation gives -4.75 / -3.20 eV. The HOMO-LUMO gap (alpha / beta) is 4.3 / 8.8 eV. Its expectation value of S² is 3.98. As for the net charge: +1. The total energy comes out at -1960.04710 a.u. Its spin multiplicity is 4.



C4H6O2S2 | ωB97M-V/def2-TZVPD

Last column: Mulliken charge in e.
Cartesian coordinates (Å):
O 0.5609 1.3855 -0.9710  -0.44
C -0.6277 1.2190 -0.2064  -0.39
C -0.3718 0.0702 0.7688  -0.06
O -1.5124 -0.2119 1.5324  -0.49
C 0.1970 -1.1444 -0.0166  0.35
S -0.9044 -2.2489 -0.4529  -0.29
C 1.6098 -1.2441 -0.3488  -0.25
S 2.8198 -0.7376 0.5867  -0.18
H 0.4004 2.0765 -1.6176  0.28
H -1.5008 0.9676 -0.8382  0.29
H -0.9126 2.0940 0.3732  0.32
H 0.4832 0.3678 1.5022  0.24
H -2.0813 -0.7950 0.9951  0.35
H 1.8397 -1.7988 -1.3070  0.28

Cartesian forces (eV/Å) of the 2 atoms listed first:
O -0.38 0.22 0.10
C -0.15 -0.51 -0.08

The calculation puts the HOMO energy at -9.11 eV. For the LUMO energy, the calculation gives -1.77 eV. The HOMO-LUMO gap is 7.3 eV. As for the relative energy (zero: lowest compared OMol25 entry of this formula, charge and spin): 57.7 kcal/mol. The total energy comes out at -1102.80599 a.u. Its spin multiplicity is 1.



C10H13NNdPS | ωB97M-V/def2-TZVPD

Last column: Mulliken charge in e.
Cartesian coordinates (Å):
C -0.6628 0.1415 -2.8264  -0.43
C -1.5158 1.2635 -2.9171  -0.67
C -0.7264 2.4162 -3.2393  -0.44
C 0.6324 2.0186 -3.2901  -0.71
C 0.6993 0.6229 -2.9676  -0.47
Nd 1.0509 -0.5574 0.9747  1.06
P -0.1231 -2.9323 -0.2761  -0.25
H -0.9842 -0.8945 -2.6831  0.42
H -2.6059 1.2438 -2.8895  0.38
H -1.0938 3.4221 -3.4078  0.39
H 1.5941 -0.0003 -2.8813  0.42
H 1.4909 2.6519 -3.4943  0.37
H 0.8329 -3.5178 -1.1980  0.15
H -1.2785 -2.9614 -1.1291  0.15
H -0.3681 -4.0882 0.5250  0.12
S 0.5325 2.0569 0.5409  -0.21
C 0.2032 1.3624 2.0669  -0.22
N -0.9642 0.5626 2.1870  -0.07
C -0.8552 -0.7692 2.5751  -0.86
C 0.2889 -1.1840 3.2693  -0.40
C 1.3358 -0.2557 3.5065  -0.36
C 1.2739 1.0262 2.9348  -0.37
H -1.8049 0.8528 1.6743  0.30
H -1.6608 -1.4322 2.2555  0.57
H 0.3871 -2.2130 3.6105  0.39
H 2.1989 -0.5426 4.1071  0.35
H 2.1229 1.7072 2.9721  0.41

Cartesian forces (eV/Å) of the 2 atoms listed first:
C 0.67 0.66 0.75
C 0.31 0.40 -0.60

The calculation puts the HOMO energy (alpha / beta) at -5.57 / -5.57 eV. For the LUMO energy (alpha / beta), the calculation gives -1.40 / -1.36 eV. The HOMO-LUMO gap (alpha / beta) is 4.2 / 4.2 eV. Its expectation value of S² is 3.86. As for the relative energy (zero: lowest compared OMol25 entry of this formula, charge and spin): 0.0 kcal/mol. The total energy comes out at -1744.33614 a.u. Its spin multiplicity is 4.